Entry 1:
{"formula": "C23H26N4O2S", "method": "ωB97M-V with the def2-TZVPD basis set", "energy_ev": -45164.1789, "spin_multiplicity": 1, "smiles": "CCCCOc1ccc(-c2cc(C(=O)NNC(=S)NCC)c3ccccc3n2)cc1", "relative_energy_ev": 1.827, "lumo_energy_ev": -0.187, "largest_force_ev_per_a": 0.755, "symbols": ["C", "C", "C", "C", "O", "C", "C", "C", "C", "C", "C", "C", "C", "O", "N", "N", "C", "S", "N", "C", "C", "C", "C", "C", "C", "C", "C", "N", "C", "C", "H", "H", "H", "H", "H", "H", "H", "H", "H", "H", "H", "H", "H", "H", "H", "H", "H", "H", "H", "H", "H", "H", "H", "H", "H", "H"], "coordinates": [[0.284, 8.684, -2.484], [0.323, 7.162, -2.543], [1.743, 6.595, -2.508], [2.394, 6.724, -1.127], [1.662, 6.064, -0.115], [1.674, 4.709, -0.038], [0.786, 4.155, 0.889], [0.701, 2.793, 1.060], [1.508, 1.932, 0.314], [1.437, 0.476, 0.453], [0.257, -0.161, 0.907], [0.208, -1.530, 1.000], [-1.096, -2.125, 1.385], [-1.836, -1.667, 2.240], [-1.447, -3.244, 0.697], [-2.733, -3.738, 0.898], [-3.419, -4.230, -0.163], [-2.645, -4.529, -1.602], [-4.710, -4.568, 0.010], [-5.533, -4.247, 1.156], [-6.011, -2.794, 1.149], [1.373, -2.288, 0.700], [1.495, -3.681, 0.864], [2.659, -4.320, 0.531], [3.752, -3.601, 0.024], [3.678, -2.244, -0.119], [2.498, -1.551, 0.228], [2.497, -0.215, 0.100], [2.414, 2.490, -0.585], [2.497, 3.855, -0.770], [-0.741, 9.036, -2.575], [0.866, 9.113, -3.297], [0.683, 9.051, -1.542], [-0.160, 6.830, -3.464], [-0.241, 6.749, -1.704], [1.706, 5.539, -2.783], [2.372, 7.114, -3.234], [2.407, 7.770, -0.813], [3.431, 6.365, -1.157], [0.171, 4.827, 1.467], [0.017, 2.399, 1.796], [-0.626, 0.414, 1.136], [-1.068, -3.517, -0.210], [-3.183, -3.224, 1.654], [-5.168, -4.899, -0.825], [-4.968, -4.458, 2.068], [-6.395, -4.917, 1.133], [-5.173, -2.102, 1.188], [-6.580, -2.589, 0.245], [-6.648, -2.611, 2.009], [0.671, -4.242, 1.275], [2.743, -5.388, 0.663], [4.657, -4.128, -0.238], [4.511, -1.664, -0.482], [3.051, 1.827, -1.149], [3.208, 4.242, -1.483]], "nbo_charge": [-0.61, -0.40, -0.43, -0.07, -0.50, 0.31, -0.26, -0.16, -0.13, 0.22, -0.20, -0.09, 0.64, -0.63, -0.45, -0.45, 0.28, -0.29, -0.58, -0.23, -0.62, -0.03, -0.21, -0.21, -0.20, -0.18, 0.14, -0.41, -0.15, -0.27, 0.21, 0.20, 0.20, 0.20, 0.21, 0.21, 0.21, 0.19, 0.18, 0.22, 0.21, 0.23, 0.44, 0.43, 0.42, 0.20, 0.21, 0.21, 0.21, 0.22, 0.22, 0.22, 0.22, 0.22, 0.23, 0.21]}

=====

Entry 2:
{"formula": "C22H19F6GaN5O7S4", "method": "ωB97M-V with the def2-TZVPD basis set", "energy_ev": -156928.5540, "spin_multiplicity": 1, "relative_energy_ev": 3.781, "lumo_energy_ev": 1.780, "charge": -1, "largest_force_ev_per_a": 1.111, "symbols": ["Ga", "N", "C", "S", "N", "N", "C", "C", "C", "C", "C", "C", "C", "C", "C", "C", "C", "C", "N", "H", "H", "H", "H", "H", "H", "H", "H", "H", "H", "H", "F", "C", "F", "F", "S", "O", "O", "N", "S", "O", "O", "C", "F", "F", "F", "C", "S", "O", "O", "O", "H", "H", "H", "C", "C", "C", "C", "C", "C", "H", "H", "H", "H", "H"], "coordinates": [[-0.446, 0.513, -1.025], [1.262, -3.176, 1.169], [1.514, -1.909, 0.539], [3.307, -1.441, 0.500], [0.882, -0.939, 1.378], [0.503, 0.149, 0.855], [0.068, 1.128, 1.667], [-0.014, 0.923, 3.131], [0.793, 1.628, 4.017], [0.681, 1.429, 5.387], [-0.235, 0.514, 5.882], [-1.035, -0.206, 5.003], [-0.924, -0.005, 3.637], [-0.273, 2.363, 1.042], [-0.563, 3.553, 1.739], [-0.725, 4.718, 1.033], [-0.603, 4.725, -0.362], [-0.401, 3.525, -0.993], [-0.282, 2.375, -0.312], [1.913, -3.869, 0.817], [1.412, -3.066, 2.164], [1.524, 2.327, 3.627], [1.319, 1.983, 6.065], [-0.321, 0.355, 6.950], [-1.747, -0.927, 5.383], [-1.539, -0.569, 2.945], [-0.633, 3.531, 2.816], [-0.937, 5.638, 1.563], [-0.694, 5.631, -0.942], [-0.336, 3.457, -2.070], [1.797, -4.416, -3.528], [1.742, -4.016, -2.250], [0.667, -4.570, -1.681], [2.824, -4.460, -1.622], [1.509, -2.133, -2.306], [0.238, -2.105, -3.035], [0.924, -2.038, -0.769], [3.676, -2.095, -1.011], [4.666, -1.303, -1.913], [5.980, -1.096, -1.360], [4.555, -1.799, -3.261], [4.056, 0.472, -2.034], [4.527, 1.237, -1.043], [2.710, 0.561, -1.995], [4.453, 1.018, -3.189], [-1.530, 0.014, -4.590], [-1.109, 1.443, -3.645], [-2.212, 1.720, -2.747], [-0.707, 2.491, -4.539], [0.086, 1.004, -2.788], [-2.538, 0.173, -4.967], [-1.483, -0.855, -3.941], [-0.817, -0.083, -5.405], [-4.367, -1.770, 0.387], [-3.359, -2.493, -0.235], [-2.213, -1.852, -0.689], [-2.063, -0.476, -0.534], [-3.088, 0.242, 0.084], [-4.229, -0.397, 0.547], [-5.257, -2.273, 0.745], [-3.457, -3.564, -0.362], [-1.427, -2.432, -1.156], [-3.009, 1.319, 0.200], [-5.013, 0.177, 1.027]], "nbo_charge": [1.77, -0.83, 0.38, 0.35, -0.33, -0.23, -0.04, -0.06, -0.20, -0.22, -0.22, -0.23, -0.11, 0.24, -0.27, -0.13, -0.31, 0.12, -0.66, 0.37, 0.38, 0.22, 0.21, 0.21, 0.21, 0.22, 0.23, 0.21, 0.23, 0.23, -0.32, 0.77, -0.32, -0.31, 1.56, -0.96, -0.75, -1.18, 2.25, -0.96, -0.96, 0.70, -0.32, -0.33, -0.32, -0.89, 2.40, -0.97, -0.95, -1.08, 0.24, 0.27, 0.25, -0.22, -0.24, -0.15, -0.53, -0.24, -0.22, 0.20, 0.21, 0.23, 0.21, 0.20]}

=====

Entry 3:
{"formula": "C29H76NO15S10Si", "method": "ωB97M-V with the def2-TZVPD basis set", "energy_ev": -179734.5995, "spin_multiplicity": 1, "relative_energy_ev": 0.000, "lumo_energy_ev": 1.623, "charge": -1, "largest_force_ev_per_a": 2.240, "symbols": ["C", "C", "O", "O", "C", "C", "C", "C", "C", "C", "S", "O", "O", "N", "S", "O", "O", "C", "C", "O", "Si", "C", "C", "C", "H", "H", "H", "H", "H", "H", "H", "H", "H", "H", "H", "H", "H", "H", "H", "H", "H", "H", "H", "H", "H", "H", "H", "H", "H", "H", "H", "H", "C", "S", "O", "C", "H", "H", "H", "H", "H", "H", "C", "S", "O", "C", "H", "H", "H", "H", "H", "H", "C", "S", "O", "C", "H", "H", "H", "H", "H", "H", "C", "S", "O", "C", "H", "H", "H", "H", "H", "H", "C", "S", "O", "C", "H", "H", "H", "H", "H", "H", "C", "S", "O", "C", "H", "H", "H", "H", "H", "H", "C", "S", "O", "C", "H", "H", "H", "H", "H", "H", "C", "S", "O", "C", "H", "H", "H", "H", "H", "H"], "coordinates": [[2.463, 1.151, 1.343], [3.674, 0.432, 0.844], [4.137, -0.557, 1.407], [4.276, 0.918, -0.292], [3.448, 0.581, -1.435], [2.631, 1.752, -1.992], [3.191, 3.134, -1.705], [2.132, 4.217, -1.956], [1.099, 4.337, -0.811], [-0.337, 4.174, -1.304], [-1.544, 4.164, 0.038], [-0.771, 3.986, 1.257], [-2.209, 5.445, -0.054], [-2.551, 2.913, -0.036], [-3.402, 2.713, -1.374], [-2.609, 2.371, -2.544], [-4.380, 3.758, -1.621], [-4.461, 1.328, -0.973], [-3.873, -0.008, -0.584], [-3.112, -0.542, -1.655], [-1.534, -0.921, -1.333], [-1.272, -2.670, -0.704], [-0.656, -0.782, -2.989], [-0.693, 0.248, -0.154], [1.948, 0.495, 2.031], [1.788, 1.428, 0.542], [2.756, 2.061, 1.857], [4.060, 0.148, -2.219], [2.759, -0.203, -1.130], [2.506, 1.629, -3.064], [1.643, 1.710, -1.557], [3.499, 3.234, -0.671], [4.027, 3.312, -2.382], [1.622, 3.998, -2.894], [2.663, 5.160, -2.039], [1.160, 5.359, -0.456], [1.330, 3.644, -0.010], [-0.434, 3.324, -1.970], [-0.576, 5.056, -1.889], [-5.197, 1.673, -0.257], [-4.967, 1.185, -1.924], [-4.718, -0.680, -0.423], [-3.329, 0.024, 0.354], [-1.129, -2.697, 0.371], [-0.331, -3.009, -1.139], [-2.044, -3.371, -1.003], [-0.577, 0.282, -3.202], [-1.298, -1.191, -3.766], [0.321, -1.253, -2.984], [-1.234, 0.384, 0.777], [0.241, -0.238, 0.123], [-0.496, 1.213, -0.601], [-4.097, -6.851, 1.392], [-2.708, -6.004, 0.621], [-3.128, -5.674, -0.763], [-1.643, -7.442, 0.502], [-4.901, -6.128, 1.513], [-4.427, -7.668, 0.750], [-3.793, -7.230, 2.369], [-2.139, -8.215, -0.085], [-1.410, -7.816, 1.500], [-0.727, -7.140, 0.005], [0.718, 9.154, 0.541], [0.366, 8.584, -1.126], [0.978, 7.238, -1.257], [1.450, 9.749, -1.962], [0.161, 8.521, 1.229], [1.787, 9.067, 0.739], [0.391, 10.189, 0.643], [2.471, 9.631, -1.593], [1.096, 10.765, -1.778], [1.406, 9.526, -3.026], [4.098, -1.159, 5.678], [3.241, -2.118, 4.422], [1.994, -2.630, 5.051], [4.410, -3.483, 4.406], [3.506, -0.268, 5.872], [4.190, -1.749, 6.591], [5.081, -0.873, 5.304], [4.482, -3.916, 5.404], [5.382, -3.120, 4.072], [4.038, -4.227, 3.705], [-1.398, 7.637, -6.155], [0.361, 7.964, -6.036], [0.574, 8.672, -4.748], [0.421, 9.211, -7.331], [-1.652, 6.908, -5.388], [-1.952, 8.560, -5.985], [-1.623, 7.228, -7.140], [-0.257, 10.027, -7.084], [0.144, 8.756, -8.282], [1.442, 9.582, -7.387], [1.669, -7.944, -3.785], [0.209, -7.939, -2.741], [0.604, -8.575, -1.456], [-0.697, -9.176, -3.677], [2.391, -7.258, -3.348], [2.088, -8.950, -3.822], [1.400, -7.603, -4.785], [-0.116, -10.097, -3.722], [-0.894, -8.796, -4.680], [-1.639, -9.355, -3.164], [-4.610, -3.571, 3.477], [-3.736, -2.011, 3.324], [-3.080, -2.017, 1.991], [-2.473, -2.387, 4.538], [-5.429, -3.563, 2.759], [-3.924, -4.389, 3.250], [-4.999, -3.659, 4.490], [-1.947, -3.296, 4.242], [-2.945, -2.512, 5.513], [-1.775, -1.553, 4.569], [6.991, -0.984, -1.179], [7.265, -0.838, -2.943], [6.322, -1.761, -3.626], [8.875, -1.642, -2.950], [6.009, -0.580, -0.943], [7.036, -2.031, -0.877], [7.754, -0.405, -0.659], [8.780, -2.650, -2.546], [9.575, -1.056, -2.354], [9.221, -1.689, -3.980], [-7.020, -4.243, 7.984], [-6.621, -2.671, 7.212], [-5.257, -2.806, 6.640], [-6.452, -1.744, 8.739], [-7.123, -4.984, 7.194], [-6.215, -4.532, 8.659], [-7.961, -4.151, 8.526], [-5.685, -2.204, 9.362], [-7.410, -1.726, 9.259], [-6.157, -0.730, 8.479]], "mulliken_charge": [-0.07, 0.68, -0.61, -0.38, -0.97, 0.69, -0.67, -1.06, -0.47, -1.33, 1.10, -0.78, -0.70, -0.33, 1.08, -0.64, -0.70, -1.12, -0.01, -0.52, 0.77, -1.13, -1.15, 0.23, 0.30, -0.51, 0.42, 0.51, 0.39, 0.67, -1.04, 0.32, 0.38, 0.40, 0.33, 0.63, 0.34, 0.60, 0.58, 0.38, 0.34, 0.42, 0.07, 0.27, 0.40, 0.23, 0.19, 0.34, 0.34, 0.37, 0.21, -0.80, -1.12, 0.85, -0.66, -1.05, 0.30, 0.40, 0.35, 0.28, 0.41, 0.26, -1.03, 0.42, -0.46, -0.83, 0.33, 0.30, 0.39, 0.30, 0.38, 0.21, -0.99, 0.71, -0.69, -1.02, 0.31, 0.34, 0.34, 0.35, 0.33, 0.30, -0.91, 0.46, -0.57, -0.98, 0.30, 0.30, 0.36, 0.29, 0.38, 0.31, -1.00, 0.63, -0.63, -0.94, 0.33, 0.30, 0.37, 0.31, 0.36, 0.29, -0.61, 0.33, -0.40, -0.97, 0.34, 0.02, 0.27, 0.28, 0.37, 0.34, -0.26, 0.53, -0.62, -0.95, -0.29, 0.34, 0.34, 0.29, 0.34, 0.34, -0.95, 0.46, -0.56, -0.98, 0.31, 0.30, 0.37, 0.30, 0.38, 0.33]}

=====

Entry 4:
{"formula": "C5H11O2", "method": "ωB97M-V with the def2-TZVPD basis set", "energy_ev": -9456.9616, "spin_multiplicity": 1, "relative_energy_ev": 3.068, "lumo_energy_ev": 3.723, "charge": -1, "largest_force_ev_per_a": 2.459, "symbols": ["C", "O", "C", "C", "C", "C", "H", "H", "H", "H", "H", "H", "H", "H", "H", "H", "H", "O"], "coordinates": [[-0.713, 0.368, -0.973], [-1.891, -0.241, -1.152], [0.614, -0.557, -0.884], [1.616, -0.564, 0.285], [1.020, -0.707, 1.639], [1.509, -0.162, 2.754], [-0.470, 0.940, -1.917], [-0.701, 0.960, -0.030], [1.133, -0.220, -1.785], [0.461, -1.577, -1.253], [2.536, -1.122, 0.079], [2.060, 0.447, 0.198], [0.180, -1.396, 1.733], [2.523, 0.226, 2.746], [0.993, -0.349, 3.690], [-4.029, 1.928, -1.426], [-3.127, 0.697, -1.591], [-3.715, 1.328, -2.114]], "nbo_charge": [0.00, -0.94, -0.45, -0.47, -0.13, -0.45, 0.09, 0.09, 0.18, 0.19, 0.21, 0.20, 0.20, 0.18, 0.19, 0.43, 0.51, -1.02]}